Record 1
Computed, not measured: a molecular structure, C42H47N3P2RhSb at a distorted geometry, with ωB97M-V with the def2-TZVPD basis set.

E_HOMO (alpha / beta), eV: -11.60 / -11.60
Total charge: +2
Spin multiplicity: 1
LUMO level (alpha / beta), eV: -7.30 / -7.30

Atoms and positions in Å:
Rh  0.6321  -0.4047  -0.5391
C  2.3895  -0.9758  -3.4656
C  3.3375  -0.6300  -2.3576
C  4.7068  -0.8412  -2.4879
C  5.5685  -0.3949  -1.5019
C  5.0461  0.3196  -0.4288
C  3.6732  0.4756  -0.3500
N  2.8319  -0.0345  -1.2677
Sb  2.7971  1.8536  1.0596
C  1.6464  0.4718  2.2130
C  1.9878  0.4559  3.5544
C  1.3178  -0.4009  4.4109
C  0.2944  -1.1628  3.8962
C  -0.0414  -1.0850  2.5475
C  -1.2226  -1.8763  2.0867
N  0.6647  -0.2893  1.7019
C  1.4289  2.3805  -0.5144
C  1.5218  3.7127  -0.8714
C  0.9175  4.1514  -2.0407
C  0.2988  3.2174  -2.8343
C  0.2322  1.8850  -2.4364
C  -0.3944  0.9162  -3.3918
N  0.7445  1.4749  -1.2556
H  2.6627  -1.9034  -3.9650
H  1.3636  -1.0552  -3.0955
H  2.4154  -0.1813  -4.2149
H  5.0868  -1.3335  -3.3734
H  6.6336  -0.5682  -1.5837
H  5.6939  0.7466  0.3251
H  2.7800  1.0949  3.9211
H  1.5816  -0.4608  5.4588
H  -0.2744  -1.8246  4.5350
H  -1.3618  -2.7524  2.7193
H  -2.1299  -1.2822  2.1565
H  -1.1270  -2.1752  1.0572
H  2.0696  4.4032  -0.2433
H  0.9582  5.1920  -2.3347
H  -0.1360  3.4986  -3.7841
H  -1.4079  1.2241  -3.6358
H  0.1660  0.9159  -4.3290
H  -0.4193  -0.0941  -2.9968
C  -5.7002  4.4032  -0.9068
C  -5.1066  3.5180  -1.7985
C  -3.9599  2.8359  -1.4332
C  -3.3902  3.0306  -0.1683
C  -3.9885  3.9323  0.7170
C  -5.1444  4.6044  0.3474
P  -1.9526  2.0465  0.2840
C  -1.4823  2.5763  1.9361
C  -0.8883  3.8415  2.0189
C  -0.4859  4.3451  3.2464
C  -0.6689  3.5904  4.3986
C  -1.2694  2.3423  4.3248
C  -1.6714  1.8319  3.0980
C  -2.3555  0.3084  -0.0276
C  -3.7014  -0.0390  0.1657
C  -4.1868  -1.2618  -0.2639
C  -3.3389  -2.1084  -0.9578
C  -2.0047  -1.7731  -1.1441
C  -1.4492  -0.5845  -0.6727
H  -6.5989  4.9344  -1.1904
H  -5.5418  3.3596  -2.7763
H  -3.5185  2.1276  -2.1209
H  -3.5662  4.0980  1.6988
H  -5.6171  5.2811  1.0467
H  -0.7577  4.4349  1.1209
H  -0.0394  5.3288  3.3061
H  -0.3583  3.9838  5.3576
H  -1.4414  1.7703  5.2281
H  -2.1711  0.8784  3.0531
H  -4.3703  0.6600  0.6522
H  -5.2211  -1.5317  -0.0962
H  -3.7138  -3.0476  -1.3459
H  -1.3846  -2.4638  -1.7030
C  3.7739  -3.7985  0.6742
C  2.8423  -2.5838  0.6892
P  1.2711  -2.7307  -0.2518
C  1.7595  -3.6279  -1.7709
C  0.6896  -3.8046  -2.8526
C  0.4892  -4.0424  0.7799
C  -0.8482  -4.6762  0.4048
H  4.6656  -3.5757  1.2596
H  4.1017  -4.0464  -0.3345
H  3.3165  -4.6845  1.1125
H  3.3760  -1.7144  0.3157
H  2.5426  -2.3443  1.7144
H  2.1243  -4.6017  -1.4399
H  2.6177  -3.0911  -2.1778
H  -0.0770  -4.5170  -2.5534
H  1.1444  -4.1882  -3.7654
H  0.1964  -2.8657  -3.1013
H  0.4392  -3.6296  1.7867
H  1.2508  -4.8246  0.8044
H  -1.6475  -3.9516  0.3358
H  -1.1259  -5.4005  1.1709
H  -0.7911  -5.2176  -0.5389


Record 2
Computed, not measured: 2 unconnected molecules or ions with the total composition CH4BrP at a distorted geometry, with ωB97M-V with the def2-TZVPD basis set.

E_HOMO, eV: -9.84
Relative energy (zero: lowest compared OMol25 entry of this formula, charge and spin), kcal/mol: 43.0
Total charge: 0
Spin multiplicity: 1
SMILES: C=P.Br
LUMO level, eV: 0.07

Atoms and positions in Å:
C  1.1969  0.2919  -0.2685
P  0.3413  -1.0958  0.1640
H  1.2314  0.8172  -1.1893
H  1.7057  0.9717  0.4156
H  0.7353  -1.1381  1.5365
Br  -4.1644  0.0026  -0.0214
H  -3.4552  0.8916  0.8488


Number 1: calculated total energy -76896.00974 eV. Number 2: calculated total energy -80431.42377 eV.